{
  "formula": "C9H12BrCuN4",
  "method": "ωB97M-V/def2-TZVPD",
  "multiplicity": 1,
  "homo_lumo_gap_ev": 7.949,
  "de_lowest_kcal_mol": 0.0,
  "mol_weight_g_mol": 319.7,
  "symbols": ["Cu", "C", "C", "C", "C", "C", "C", "C", "H", "H", "H", "H", "H", "H", "H", "H", "Br", "N", "C", "N", "N", "C", "N", "H", "H", "H", "H"],
  "coordinates": [[2.789, -0.352, 0.768], [-1.190, 1.941, 0.727], [-0.720, 0.765, 1.546], [-0.021, 0.952, 2.736], [0.452, -0.131, 3.463], [0.225, -1.425, 3.014], [-0.481, -1.627, 1.838], [-0.949, -0.538, 1.115], [-0.466, 2.181, -0.058], [-1.308, 2.832, 1.343], [-2.148, 1.733, 0.246], [0.163, 1.959, 3.092], [1.024, 0.033, 4.366], [0.609, -2.268, 3.573], [-0.671, -2.632, 1.482], [-1.516, -0.705, 0.202], [3.981, -0.306, 2.639], [-0.323, -0.281, -4.823], [0.035, -0.245, -3.527], [-0.935, -0.129, -2.600], [1.310, -0.317, -3.237], [1.648, -0.336, -1.972], [1.918, -0.352, -0.850], [-1.257, -0.061, -5.113], [0.417, -0.243, -5.502], [-1.904, -0.232, -2.840], [-0.683, -0.218, -1.626]]
}

{
  "formula": "C9H15F6NO2PS2Y",
  "method": "ωB97M-V/def2-TZVPD",
  "multiplicity": 2,
  "charge": 1,
  "homo_lumo_gap_ev": [7.724, 7.267],
  "de_lowest_kcal_mol": 0.0,
  "mol_weight_g_mol": 467.2,
  "symbols": ["Y", "C", "C", "S", "C", "C", "S", "H", "H", "H", "H", "H", "H", "O", "C", "O", "C", "N", "C", "C", "C", "H", "H", "H", "H", "H", "H", "H", "H", "H", "F", "P", "F", "F", "F", "F", "F"],
  "coordinates": [[0.005, -0.817, -0.995], [0.750, 3.178, -3.781], [0.912, 2.014, -2.851], [-0.424, 1.663, -1.865], [2.118, 1.279, -2.842], [3.237, 1.620, -3.782], [2.421, -0.051, -1.838], [-0.236, 3.619, -3.675], [0.877, 2.861, -4.818], [1.500, 3.943, -3.576], [3.080, 2.542, -4.331], [3.363, 0.808, -4.500], [4.172, 1.694, -3.227], [-1.333, -0.484, 1.018], [-0.361, -0.922, 1.687], [0.737, -1.238, 1.173], [-0.522, -1.069, 3.195], [-1.953, -0.704, 3.516], [-1.931, 0.397, 4.555], [-0.610, 1.086, 4.274], [0.335, -0.082, 3.998], [-0.352, -2.109, 3.468], [-2.500, -1.510, 3.813], [-2.355, -0.369, 2.624], [-1.935, -0.088, 5.530], [-2.827, 1.001, 4.443], [-0.293, 1.694, 5.119], [-0.697, 1.740, 3.405], [0.661, -0.549, 4.927], [1.224, 0.196, 3.436], [-0.370, -1.673, -3.140], [-1.052, -3.140, -2.664], [0.196, -3.077, -1.484], [-0.107, -3.928, -3.624], [-1.871, -2.141, -1.544], [-1.643, -4.405, -1.957], [-2.216, -2.977, -3.689]]
}

{
  "formula": "C6H3BrO4",
  "method": "ωB97M-V/def2-TZVPD",
  "multiplicity": 1,
  "homo_lumo_gap_ev": 10.190,
  "mol_weight_g_mol": 219.0,
  "symbols": ["O", "C", "Br", "C", "C", "C", "C", "O", "O", "C", "O", "H", "H", "H"],
  "coordinates": [[1.830, 0.056, 1.438], [2.111, -0.152, 0.330], [3.663, -1.246, -0.140], [1.153, 0.462, -0.770], [-0.278, 0.168, -0.277], [-0.940, -1.001, -0.334], [-2.279, -0.618, 0.373], [-2.930, -1.348, 1.008], [-2.446, 0.742, 0.133], [-1.153, 1.236, 0.425], [-0.856, 2.157, 1.060], [1.386, -0.036, -1.729], [1.355, 1.548, -0.788], [-0.617, -1.969, -0.730]]
}

{
  "formula": "C2H25O11",
  "method": "ωB97M-V/def2-TZVPD",
  "multiplicity": 1,
  "charge": -1,
  "homo_lumo_gap_ev": 3.672,
  "de_lowest_kcal_mol": 225.3,
  "mol_weight_g_mol": 225.2,
  "symbols": ["O", "H", "H", "H", "C", "O", "H", "H", "H", "C", "O", "H", "H", "H", "O", "H", "H", "O", "H", "H", "O", "H", "H", "O", "H", "H", "O", "H", "H", "O", "H", "H", "O", "H", "H", "O", "H", "H"],
  "coordinates": [[2.306, 0.089, 1.395], [1.531, 0.205, 0.744], [1.913, -0.358, 2.283], [2.722, 1.129, 1.490], [-0.044, 0.148, -0.401], [0.062, 1.035, 0.618], [0.673, 0.316, -1.142], [-1.051, 0.026, -0.728], [0.075, -0.826, 0.161], [1.582, -3.670, 1.133], [2.397, -4.787, 0.910], [1.570, -2.926, 0.464], [2.123, -3.317, 2.106], [0.867, -4.360, 1.039], [1.425, 3.308, 0.039], [0.815, 2.582, 0.106], [1.275, 3.696, -0.818], [-0.674, 3.107, 2.689], [-1.185, 3.085, 3.453], [-0.751, 2.497, 2.058], [-1.727, 2.596, -0.572], [-2.036, 3.247, 0.236], [-0.929, 2.194, -0.426], [-0.580, -3.040, -1.151], [-1.280, -2.498, -1.461], [-0.258, -2.598, -0.310], [2.705, 1.322, -2.999], [2.972, 0.395, -3.147], [3.584, 1.689, -3.158], [-3.704, 0.683, -0.803], [-2.942, 1.477, -0.900], [-3.181, -0.101, -1.209], [-0.870, -0.931, 2.403], [-0.594, -0.430, 1.676], [-1.201, -1.787, 2.028], [-2.490, -1.221, -2.212], [-3.183, -1.325, -2.925], [-1.916, -0.652, -2.669]]
}